C2HBrClFIN | ωB97M-V with the def2-TZVPD basis set

XYZ file:
```
8
Properties=species:S:1:pos:R:3
I -1.56597 -0.23504 2.04301
Br 0.88568 1.90845 1.16044
Cl -0.46377 -0.26419 -2.10746
F -1.19271 1.39448 -0.24077
N 1.05223 -1.18328 -0.04451
C -0.40934 0.63248 0.41106
C 0.22910 -0.41562 -0.54465
H 1.46479 -1.83729 -0.67711
```

M   300.30 g/mol
Spin multiplicity   1
LUMO level   -0.429 eV
HOMO-LUMO gap   0.346 hartree
Relative energy (zero: lowest compared OMol25 entry of this formula, charge and spin)   0.0 kJ/mol


C24H20Cl2MnN5O5 | ωB97M-V with the def2-TZVPD basis set

XYZ file:
```
57
Properties=species:S:1:pos:R:3
Mn -0.03273 -0.36915 0.24762
Cl -1.65985 -1.27186 5.26828
Cl 0.06581 -3.30067 4.08988
O -2.66279 -2.57077 2.64137
O -3.93656 5.51802 -0.79098
O -3.01136 6.55409 0.90999
O -1.27962 -1.12875 1.60875
O -0.17458 -1.60579 -1.41588
N 0.45779 1.32174 1.28257
N 2.11386 -2.29264 -0.10273
N -1.34913 0.96738 -0.63131
N -3.11177 5.53018 0.17043
N 2.65379 -6.92271 -1.12763
C 1.62582 -1.46881 0.98467
C 2.60604 -5.76560 -1.14453
C -3.14534 2.94890 -1.43464
C 2.54054 -4.36211 -1.19976
C 2.93749 -3.64610 -2.39121
C 1.31217 2.57497 3.14755
C 1.28888 1.46329 2.34212
C -1.37379 2.18796 0.01178
C 0.95873 -0.73334 -1.53045
C 0.44738 3.65221 2.88860
C -0.74864 -1.74032 3.82181
C -1.36726 4.56400 1.47337
C -0.53991 -2.62262 -2.32738
C -0.45697 3.55235 1.81581
C 2.83598 -2.31366 -2.45148
C 0.97814 0.05557 -2.82410
C -2.19327 0.75626 -1.63381
C -1.69001 -1.84089 2.56433
C -2.30216 3.22166 -0.36426
C 2.14799 -3.60819 -0.10161
C -2.27078 4.45093 0.41111
C 2.30397 -1.49174 -1.30766
C -0.44434 2.35047 1.04613
C -3.08803 1.70394 -2.07927
H 1.02897 -0.60908 -3.69308
H 3.30069 -4.21606 -3.23869
H 0.01688 -0.98923 3.65987
H 3.13876 -1.77200 -3.33817
H -2.14354 -0.22178 -2.10080
H -3.84714 3.69697 -1.75710
H 0.09250 0.68382 -2.91107
H 1.87125 -4.08911 0.82937
H -3.75017 1.47646 -2.90417
H -1.37828 5.47505 2.05201
H 2.44724 -0.79668 1.26364
H 1.97994 0.65189 2.53414
H 2.02485 2.62062 3.96198
H 1.85492 0.70610 -2.84233
H 1.41431 -2.11220 1.84293
H 3.02539 -0.69758 -1.06256
H -1.46947 -3.05131 -1.95490
H -0.71462 -2.21202 -3.32646
H 0.45896 4.54272 3.50514
H 0.21311 -3.40477 -2.38718
```

Charge   -2
M   584.30 g/mol
Spin multiplicity   5
LUMO level (spin up / spin down)   4.330 / 4.328 eV
HOMO-LUMO gap (spin up / spin down)   0.158 / 0.257 hartree


C52H146N18O14P6S | ωB97M-V with the def2-TZVPD basis set

XYZ file:
```
237
Properties=species:S:1:pos:R:3
S 13.51783 12.87723 13.25524
P 11.26499 19.92546 21.85297
P 17.56284 19.49927 22.28429
P 10.63907 24.38588 17.41777
P 14.62313 13.46954 21.69346
P 14.93443 21.50638 11.47487
P 20.37212 18.74606 14.34890
O 14.67462 13.16445 23.16955
O 14.63219 11.96939 13.63768
O 17.23743 22.06386 17.16484
O 11.92217 17.24889 16.21419
O 11.99915 24.17473 16.91358
O 16.12773 19.83825 22.23256
O 11.12380 18.58701 21.19645
O 16.07862 21.69266 12.39863
O 20.03156 22.78188 16.50927
O 21.63188 19.53451 14.35778
O 16.61358 15.06547 14.97551
O 12.23686 12.31840 12.82900
O 13.05120 20.70653 15.88030
O 15.53894 13.18059 16.81745
N 9.78074 25.65096 16.59959
N 19.08976 19.64966 13.94161
N 14.10412 15.03954 21.40134
N 12.56151 20.75058 21.04122
N 10.63494 24.80781 19.06227
N 9.86746 20.85976 21.99494
N 19.86843 18.06879 15.86999
N 11.90934 20.05155 23.43439
N 20.50088 17.36146 13.41202
N 16.19977 13.19165 21.06882
N 14.17198 20.05001 11.71554
N 13.65457 12.53874 20.73377
N 18.23407 20.82298 23.07114
N 15.44844 21.55138 9.88913
N 9.63184 23.07466 17.23792
N 13.71724 22.58841 11.69216
N 18.06664 18.16794 23.20664
N 18.18609 19.27533 20.76928
C 12.11850 16.67711 17.53561
C 19.48162 20.87091 23.83222
C 13.82013 23.58574 12.73028
C 16.75275 13.47238 19.76475
C 18.02100 16.79609 22.65860
C 19.60938 18.96863 16.95797
C 14.92359 12.14108 17.48075
C 13.32101 14.07244 14.48520
C 12.32098 22.36161 11.28135
C 14.00512 15.90392 22.59418
C 13.30906 19.84751 23.80314
C 11.83978 18.72451 16.28479
C 10.18147 21.79477 17.65532
C 10.98174 20.02593 24.54369
C 16.90432 22.87260 18.32723
C 8.62982 20.36985 21.49175
C 16.25461 16.20066 15.76399
C 16.66153 22.27823 9.52695
C 19.48801 16.41733 13.49624
C 9.42971 25.49117 19.46491
C 13.43606 19.69040 12.92358
C 10.65786 26.89683 16.40164
C 8.19323 23.27347 17.52757
C 13.91208 15.59157 20.06360
C 16.66752 12.93113 16.06665
C 14.81944 18.89427 11.10225
C 20.44693 16.75574 16.29454
C 13.33149 21.93639 21.42589
C 12.76402 15.24228 13.60913
C 12.20069 12.89778 20.66842
C 21.46770 17.22369 12.32373
C 14.24158 21.48612 15.97691
C 13.94852 11.05980 20.81741
C 13.07200 20.22195 19.75425
C 17.85496 18.17588 24.66343
C 14.50489 21.47848 8.79842
C 13.79862 15.43272 12.51216
C 17.29698 21.92021 23.20042
C 10.07432 22.28604 22.17684
C 14.08392 13.98900 12.04664
C 21.16125 22.36304 15.85119
C 17.71400 19.41485 14.35011
C 17.30111 13.04223 21.99612
C 17.52446 22.94929 16.12316
C 19.22470 20.61169 12.72361
C 9.35064 25.25738 15.24970
C 11.89506 25.27276 19.62441
C 17.42187 14.19839 15.73612
C 13.27630 19.34903 16.22896
C 19.65981 19.37186 20.44846
C 17.30886 18.58235 19.77626
C 18.85367 22.62055 15.61748
H 14.98939 10.92298 20.51031
H 7.57123 22.63624 16.85267
H 13.72775 20.73401 24.36634
H 19.38631 19.92851 11.86118
H 12.05552 13.94687 20.25934
H 10.96879 27.23255 17.39930
H 21.22728 22.84083 14.86643
H 19.65715 16.10887 16.73369
H 8.47367 19.32944 21.66738
H 15.93870 13.83338 19.09290
H 17.75640 17.71335 19.27122
H 15.12599 13.81242 12.00660
H 22.08216 22.59280 16.42043
H 9.58951 20.95901 17.27046
H 17.01641 12.71516 22.97195
H 13.14085 16.56428 22.43292
H 10.18325 27.67049 15.79488
H 11.33060 20.68978 25.30648
H 14.86470 23.70051 13.00120
H 20.23517 18.55999 20.88871
H 8.83754 24.20838 15.38288
H 12.71355 20.80372 18.91387
H 12.42419 24.34947 19.73805
H 13.34594 22.71594 20.63547
H 17.05392 12.57648 19.27005
H 17.34002 12.26734 16.62222
H 14.72505 21.63213 14.97842
H 13.86348 10.80153 21.86519
H 15.74850 15.88779 16.70343
H 18.58928 16.60452 12.84258
H 17.80243 14.72960 16.56903
H 11.30043 19.02843 15.38944
H 11.81721 12.22073 19.93000
H 14.76164 15.81416 12.92624
H 21.27184 16.78422 17.01730
H 16.61004 22.03240 22.36539
H 9.19732 25.31879 20.52311
H 14.18765 22.46650 8.57638
H 11.91330 14.79287 13.03431
H 19.90137 15.46135 13.18575
H 12.19380 15.58153 17.36473
H 14.88848 20.93308 7.93718
H 11.63628 22.78650 12.01586
H 13.82012 19.36205 17.20504
H 15.12276 19.07074 10.06920
H 13.25240 10.50397 20.19742
H 14.03074 15.35096 23.53488
H 13.45423 19.09433 24.55175
H 10.32124 22.80540 21.24570
H 13.58989 13.61738 11.14144
H 17.50090 14.18536 19.90606
H 17.86638 19.17724 25.02243
H 15.88044 23.18796 18.21023
H 14.07712 14.86640 19.23610
H 18.04083 12.31359 21.55997
H 19.04527 23.20751 14.74827
H 17.45363 24.01327 16.34026
H 12.38447 16.07712 14.20793
H 14.29206 14.25763 14.88994
H 12.12950 22.78910 10.22726
H 17.13032 16.84990 15.93984
H 18.99817 18.48926 17.74176
H 17.10229 22.03425 8.50177
H 12.60680 19.19653 19.71522
H 18.80392 16.25511 23.21025
H 14.04587 12.48852 18.02914
H 7.90172 24.26259 17.24213
H 13.37810 24.55174 12.51684
H 11.59779 26.59057 15.92050
H 19.26081 20.85800 24.90370
H 12.37243 26.06747 19.02635
H 10.27489 25.03044 14.66504
H 8.59241 25.21331 18.74836
H 18.30682 21.21073 12.66825
H 17.03128 19.46345 13.50890
H 18.27973 13.93280 15.06075
H 15.74434 18.77216 11.63251
H 17.66655 23.63572 18.39758
H 14.17724 17.99595 11.20008
H 19.07154 16.32941 14.43399
H 16.82085 22.72823 15.27924
H 9.97656 20.34284 24.30850
H 7.98465 23.00003 18.59412
H 16.88036 17.73246 24.93653
H 12.18523 21.26139 11.33602
H 18.69943 17.59330 25.15038
H 21.08575 17.66492 11.38212
H 7.76002 20.91810 21.92092
H 17.42934 22.22061 10.29219
H 21.64933 16.16140 12.04558
H 13.05578 22.28760 22.41434
H 18.85041 21.53768 15.46603
H 20.14934 21.24116 12.91257
H 17.08240 16.12039 22.76392
H 11.35287 16.95369 18.23948
H 11.28553 21.64671 17.38950
H 20.12588 19.97996 23.60613
H 10.81856 22.46961 22.84798
H 14.96022 21.04705 16.66015
H 20.79101 16.31295 15.40483
H 16.44466 18.16733 20.25105
H 8.55567 20.42800 20.41996
H 22.33673 17.73522 12.62599
H 16.99040 19.29534 19.02935
H 12.84658 20.43715 13.34425
H 10.95066 19.08778 25.08660
H 10.19149 21.68837 18.73514
H 9.54795 26.62480 19.34059
H 13.40979 16.13643 11.74082
H 17.36682 20.27054 15.02187
H 17.78380 22.88942 23.26935
H 11.36455 19.03461 17.22364
H 14.07272 19.38033 13.72473
H 13.03398 16.99715 18.01237
H 14.57871 16.40161 19.93030
H 15.48030 16.76912 15.17974
H 9.12564 22.65239 22.59446
H 17.13315 22.29696 19.21900
H 13.87903 22.39857 16.44160
H 8.66302 25.95388 14.78153
H 16.46670 12.30012 15.12474
H 12.89176 15.92288 19.88091
H 13.59115 21.02680 9.10596
H 20.57977 19.23150 17.40560
H 11.61812 25.66585 20.61852
H 12.82454 18.87374 12.70281
H 14.56694 11.40889 16.73868
H 16.40812 23.32052 9.43397
H 12.59075 13.77486 15.20123
H 11.71129 12.71042 21.65168
H 14.15371 20.07781 19.82111
H 19.79765 19.52929 19.37276
H 13.37289 23.09836 13.67171
H 20.05293 21.78841 23.59078
H 17.96455 13.98474 21.98062
H 15.55755 11.59643 18.17902
H 19.13493 19.87157 16.67235
H 13.85962 18.86683 15.49054
H 17.76162 18.48548 14.92645
H 13.96180 19.59153 22.97029
H 14.83284 16.61494 22.54425
H 18.36718 16.76978 21.57579
H 16.66635 21.82064 24.08036
H 14.39237 21.65866 21.47836
H 21.03428 21.31610 15.45766
H 19.95037 20.26478 20.96349
```

SMILES   CN(C)P(=O)(N(C)C)N(C)C.CN(C)P(=O)(N(C)C)N(C)C.CN(C)P(=O)(N(C)C)N(C)C.CN(C)P(=O)(N(C)C)N(C)C.CN(C)P(=O)(N(C)C)N(C)C.CN(C)P(=O)(N(C)C)N(C)C.O=S1(=O)CCCC1.COCCOC.COCCOC.COCCOC
M   1465.76 g/mol
Spin multiplicity   1
LUMO level   0.505 eV
HOMO-LUMO gap   0.322 hartree


C4H11NO | ωB97M-V with the def2-TZVPD basis set

XYZ file:
```
17
Properties=species:S:1:pos:R:3
O 0.81769 2.15494 -0.30921
N 0.32608 0.41596 -1.68052
C -0.48462 2.61771 -2.30566
C 0.66052 -2.23176 1.93751
C 0.38502 1.69483 -1.35370
C -0.70580 -1.56103 2.24655
H 1.39688 -2.01414 2.70294
H -0.84866 -0.52575 1.95427
H -0.75647 3.49909 -1.72026
H 0.45451 -3.28387 1.75627
H -1.40456 -2.23700 1.73599
H 0.26945 0.07318 -2.63006
H -1.22309 2.00591 -2.79939
H 0.74977 -0.17037 -0.98263
H 1.08958 -1.75147 1.04612
H -1.04570 -1.82884 3.25277
H 0.31942 3.14262 -2.85098
```

Charge   +1
M   89.14 g/mol
Spin multiplicity   2
LUMO level (spin up / spin down)   -4.433 / -9.529 eV
HOMO-LUMO gap (spin up / spin down)   0.362 / 0.175 hartree
Relative energy (zero: lowest compared OMol25 entry of this formula, charge and spin)   227.4 kJ/mol